# C5H14N2O

A cluster of 3 separate species, C5H14N2O in total (wB97M-V/def2-TZVPD, OMol25).

Last column: natural (NBO) charge in e.
Cartesian coordinates (Å):
C (0.357877, 0.568142, 0.270228)  0.32
C (1.953434, -1.551941, -0.156501)  -0.24
C (-0.025433, -0.739940, 0.540774)  -0.40
C (-1.971414, 0.466392, 0.927453)  -0.31
C (0.336493, 1.085864, -1.135150)  -0.68
N (1.032588, 1.317472, 1.181073)  -0.81
N (-2.957288, 0.317735, -0.096169)  -0.83
O (1.873466, -1.631935, -1.578982)  -0.75
H (1.133086, -2.209450, -1.800725)  0.46
H (1.635184, 2.061413, 0.869077)  0.40
H (1.184310, 0.955705, 2.109138)  0.39
H (-3.019132, -0.633877, -0.444450)  0.35
H (-2.787709, 0.930273, -0.886089)  0.35
H (2.832901, -0.952599, 0.081120)  0.15
H (2.036903, -2.545064, 0.302037)  0.14
H (-0.541101, -1.297584, -0.228918)  0.21
H (0.022528, -1.131186, 1.546688)  0.21
H (-1.865641, 1.509640, 1.220187)  0.17
H (-2.227299, -0.133825, 1.800744)  0.17
H (1.091739, 0.574096, -1.735676)  0.27
H (-0.628819, 0.882243, -1.599611)  0.22
H (0.533326, 2.158424, -1.186249)  0.21

Forces on atoms 1 to 2 (eV/Å):
-0.957 0.209 0.017
-0.792 -0.395 0.191

Values from the calculation:
Total charge = 0
E_LUMO (alpha / beta) = 0.85 / 0.83 eV
Strongest force on any atom = 0.0556 Eh/bohr
Energy = -383.4546 Eh
Energy relative to the best compared isomer or geometry (same formula, charge and spin) = 6.697 eV
Gap between HOMO and LUMO (alpha / beta) = 6.257 / 6.279 eV
Highest occupied orbital energy (alpha / beta) = -5.411 / -5.452 eV